#1
ORCA calculation (the ωB97M-V functional and the def2-TZVPD basis) on a cluster of 6 separate species, C12H36O12 in total.

```
60
C12H36O12, DFT the ωB97M-V functional and the def2-TZVPD basis
C 2.579 -1.778 -2.742
C 3.820 -1.528 -1.906
O 4.638 -0.494 -2.379
O 2.956 -2.249 -3.986
H 1.954 -0.936 -3.040
H 2.010 -2.514 -2.174
H 4.492 -2.381 -1.997
H 3.691 -1.273 -0.854
H 5.396 -0.526 -1.791
H 3.289 -1.483 -4.458
C 2.051 1.558 -0.807
C 0.617 0.864 -0.796
O 0.713 -0.531 -0.424
O 2.657 1.544 0.445
H 1.921 2.631 -0.951
H 2.726 1.233 -1.599
H 0.228 0.937 -1.812
H 0.064 1.556 -0.160
H 1.178 -0.728 0.392
H 3.115 0.714 0.599
C -0.101 4.560 3.064
C -0.190 4.512 1.535
O -1.387 5.068 1.018
O -0.312 5.959 3.506
H 0.812 4.169 3.514
H -0.886 4.122 3.681
H -0.242 3.497 1.140
H 0.689 4.924 1.040
H -2.035 4.413 0.750
H -0.986 6.407 2.990
C -2.587 -0.553 -1.961
C -3.985 -0.771 -2.675
O -3.862 -0.683 -4.100
O -2.145 0.763 -1.743
H -1.842 -1.108 -2.532
H -2.492 -1.098 -1.021
H -4.604 0.061 -2.340
H -4.561 -1.690 -2.566
H -4.776 -0.473 -4.308
H -1.738 0.965 -2.589
C 0.966 -5.194 0.212
C 0.127 -3.989 0.776
O -0.372 -3.250 -0.398
O 1.970 -4.944 -0.647
H 0.288 -5.855 -0.328
H 1.289 -5.806 1.054
H 0.626 -3.333 1.490
H -0.680 -4.464 1.333
H 0.316 -2.655 -0.705
H 2.652 -4.528 -0.114
C -1.481 0.583 2.435
C -2.795 0.430 3.250
O -2.734 1.116 4.456
O -0.472 -0.233 2.996
H -1.010 1.566 2.455
H -1.600 0.328 1.382
H -3.009 -0.618 3.462
H -3.639 0.847 2.701
H -2.991 2.041 4.446
H -0.315 0.298 3.780
```

Summary:
LUMO level ... 0.2 eV
E_HOMO ... -9.80 eV
Charge ... 0

---

#2
ORCA calculation (the ωB97M-V functional and the def2-TZVPD basis) on a cluster of 6 separate species, C12H36O12 in total.

```
60
C12H36O12, DFT the ωB97M-V functional and the def2-TZVPD basis
C -3.566 -23.424 -20.404
C -4.320 -22.883 -21.610
O -5.173 -23.844 -22.200
O -2.680 -24.472 -20.770
H -4.286 -23.711 -19.630
H -2.936 -22.635 -19.977
H -3.514 -22.637 -22.317
H -4.847 -21.983 -21.299
H -4.622 -24.465 -22.684
H -2.998 -25.310 -20.429
C -1.989 -22.234 -24.911
C -1.222 -21.377 -23.942
O 0.148 -21.742 -23.949
O -1.746 -21.988 -26.280
H -3.050 -22.066 -24.708
H -1.844 -23.307 -24.729
H -1.707 -21.562 -22.976
H -1.350 -20.320 -24.190
H 0.648 -21.067 -23.482
H -0.801 -21.887 -26.426
C -3.289 -16.451 -17.143
C -3.600 -17.488 -18.203
O -3.021 -18.736 -17.899
O -1.919 -16.098 -17.177
H -3.564 -16.907 -16.185
H -3.925 -15.566 -17.248
H -3.232 -17.140 -19.175
H -4.686 -17.566 -18.272
H -2.066 -18.606 -17.938
H -1.573 -16.067 -16.283
C -1.426 -19.263 -20.843
C -2.710 -19.211 -21.608
O -2.572 -18.434 -22.784
O -1.103 -17.997 -20.262
H -0.618 -19.564 -21.526
H -1.459 -20.012 -20.052
H -3.504 -18.748 -21.011
H -3.097 -20.199 -21.888
H -3.443 -18.246 -23.173
H -0.950 -17.445 -21.048
C 3.064 -16.907 -22.188
C 1.647 -17.378 -21.940
O 0.776 -16.303 -21.613
O 3.640 -16.282 -21.042
H 3.032 -16.200 -23.027
H 3.749 -17.711 -22.453
H 1.584 -18.127 -21.141
H 1.214 -17.851 -22.824
H 1.087 -15.861 -20.816
H 3.225 -15.420 -20.933
C -6.201 -20.511 -25.055
C -4.969 -19.626 -25.053
O -5.087 -18.535 -24.139
O -6.643 -20.779 -23.739
H -5.987 -21.429 -25.611
H -6.990 -19.971 -25.596
H -4.894 -19.272 -26.082
H -4.054 -20.172 -24.806
H -5.631 -18.883 -23.415
H -7.273 -21.498 -23.682
```

Summary:
LUMO level ... 0.5 eV
E_HOMO ... -9.91 eV
Charge ... 0

---

Winner for stability: #2

---

#1
ORCA calculation (the ωB97M-V functional and the def2-TZVPD basis) on a cluster of 2 separate species, CH7N6 in total.

```
14
CH7N6, DFT the ωB97M-V functional and the def2-TZVPD basis
C -0.149 0.394 -1.759
N 2.177 0.516 -2.281
N -0.657 -0.303 -0.741
N 1.016 0.281 -2.376
N 0.707 -0.402 1.536
N -1.517 -0.330 1.840
N -0.398 0.170 1.589
H -0.694 1.014 -2.492
H 2.842 0.891 -1.604
H 1.531 0.129 1.308
H 0.871 -1.377 1.923
H -1.749 -1.218 2.227
H -2.251 0.311 1.604
H -1.730 -0.077 -0.774
```

Summary:
LUMO level (alpha / beta) ... -4.6 / -4.6 eV
E_HOMO (alpha / beta) ... -11.97 / -11.97 eV
Charge ... +1

---

#2
ORCA calculation (the ωB97M-V functional and the def2-TZVPD basis) on a cluster of 2 separate species, CH7N6 in total.

```
14
CH7N6, DFT the ωB97M-V functional and the def2-TZVPD basis
C -1.776 0.361 -0.386
N -2.948 -1.488 0.422
N -0.529 0.721 -0.250
N -2.339 -0.458 0.329
N 2.682 0.476 -0.663
N 1.430 -0.565 0.818
N 2.524 -0.461 0.272
H -2.429 1.115 -1.013
H -3.518 -1.734 1.216
H 3.594 0.951 -0.783
H 1.850 1.006 -0.950
H 0.124 0.128 0.420
H 1.325 -1.435 1.343
H 0.010 1.384 -0.776
```

Summary:
LUMO level ... -5.5 eV
E_HOMO ... -13.47 eV
Charge ... +1

---

Winner for stability: #2

---

#1
ORCA calculation (the ωB97M-V functional and the def2-TZVPD basis) on the ion C4H5N2 with charge +1.

```
11
C4H5N2, DFT the ωB97M-V functional and the def2-TZVPD basis
C -0.050 1.374 -0.043
C -1.441 1.009 -0.151
C 0.720 0.335 0.100
C -1.853 -1.388 0.036
N -1.739 -0.258 -0.121
N 1.620 -0.507 -0.228
H 0.408 2.378 -0.226
H -2.210 1.657 0.226
H -2.289 -2.399 -0.170
H 2.007 -0.582 -1.180
H 1.932 -1.127 0.587
```

Summary:
LUMO level (alpha / beta) ... -4.6 / -4.6 eV
E_HOMO (alpha / beta) ... -12.36 / -12.36 eV
Charge ... +1

---

#2
ORCA calculation (the ωB97M-V functional and the def2-TZVPD basis) on the ion C4H5N2 with charge +1.

```
11
C4H5N2, DFT the ωB97M-V functional and the def2-TZVPD basis
C -0.267 -0.307 -0.292
C -1.961 -1.169 -2.434
C -0.720 -1.506 -2.393
C 0.904 0.944 1.533
N -0.805 -0.507 -1.408
N 0.173 0.026 0.732
H -2.969 -1.331 -2.355
H 0.088 -2.038 -2.962
H 1.174 1.830 1.087
H 1.782 0.519 2.114
H 0.297 1.421 2.420
```

Summary:
LUMO level ... -4.7 eV
E_HOMO ... -14.41 eV
Charge ... +1

---

#3
ORCA calculation (the ωB97M-V functional and the def2-TZVPD basis) on a structure of composition C4H5N2.

```
11
C4H5N2, DFT the ωB97M-V functional and the def2-TZVPD basis
C -2.082 0.694 0.064
C 1.603 0.230 0.116
C 0.428 -0.504 0.650
C -0.590 0.386 0.133
N -2.227 -0.529 -0.150
N 0.490 -0.133 -0.795
H -2.787 1.500 0.180
H 1.812 1.258 0.269
H 2.496 -0.503 0.056
H 0.237 -1.511 1.043
H 0.619 -0.890 -1.565
```

Summary:
LUMO level ... -4.7 eV
E_HOMO ... -14.74 eV
Charge ... +1

---

Winner for stability: #1